# 1
Molecular formula: H22O11
Method: DFT, ωB97M-V/def2-TZVPD

XYZ file:
```
33
Properties=species:S:1:pos:R:3:forces:R:3:lowdin_charge:R:1
O -2.090 3.203 0.516 -0.5 -0.1 -0.8 -0.0291
H -1.334 2.725 0.857 0.3 0.0 0.6 -0.0212
H -2.388 3.737 1.252 -0.1 0.1 0.2 0.0508
O -0.247 2.124 2.325 -0.4 -0.1 0.1 -0.0410
H 0.137 1.578 1.639 0.4 -0.2 -0.2 -0.0177
H 0.364 2.856 2.419 0.3 0.2 0.1 0.0641
O -1.858 -1.077 -3.239 -0.9 -1.1 0.1 0.1515
H -0.979 -0.716 -3.359 1.3 0.6 -0.1 0.0075
H -2.322 -0.413 -2.729 -0.7 0.6 0.5 0.0521
O -1.870 -2.216 0.276 0.6 -1.0 -0.6 0.1341
H -1.835 -1.587 0.996 0.0 0.6 1.4 0.0348
H -2.292 -1.740 -0.439 -0.6 0.4 -0.6 0.0623
O 4.380 -1.629 0.012 0.1 0.1 0.2 -0.0344
H 3.490 -1.488 0.334 -0.3 -0.2 0.1 -0.0007
H 4.373 -1.275 -0.877 0.1 0.1 -0.3 0.0356
O 0.781 -2.298 -0.489 0.4 0.5 -0.3 0.0727
H 0.788 -3.005 -1.134 0.2 -0.5 -0.4 0.0855
H -0.003 -2.460 0.036 -0.7 -0.3 0.6 0.0170
O -2.675 0.425 -0.610 0.2 -0.8 -0.7 0.0135
H -1.804 0.628 -0.270 0.5 0.4 0.3 0.0067
H -3.277 0.807 0.029 -0.4 0.4 0.2 0.0774
O -0.884 -0.897 2.522 -0.2 -0.2 -0.5 -0.0171
H -0.017 -0.712 2.162 0.2 0.2 -0.1 0.0260
H -0.730 -1.047 3.455 -0.2 -0.1 0.4 0.0750
O 0.271 0.427 -0.212 -0.5 0.4 0.5 -0.0412
H 0.025 -0.047 -1.007 0.3 -0.2 -0.4 0.0027
H 1.153 0.115 -0.010 0.3 0.0 0.0 0.0361
O 2.746 1.384 1.965 -0.5 0.0 -0.3 -0.0280
H 3.462 1.014 1.448 0.5 0.0 -0.1 0.0349
H 2.541 0.707 2.610 0.1 -0.1 0.4 0.0400
O 0.567 0.115 -3.170 -0.2 -0.3 0.1 -0.0173
H 0.494 1.042 -3.399 0.0 0.5 0.0 0.0864
H 1.032 -0.278 -3.909 0.4 -0.2 -0.3 0.0812
```
Forces are in eV/Å.

Computed properties:
Energy relative to the best compared isomer or geometry (same formula, charge and spin): 98.2 kJ/mol
Strongest force on any atom: 1.56 eV Å⁻¹
HOMO energy (alpha / beta): -14.272 / -13.859 eV
Net charge: +1
LUMO level (alpha / beta): -3.26 / -10.91 eV
Multiplicity: 2
HOMO-LUMO gap (alpha / beta): 11.012 / 2.953 eV

=====

# 2
Molecular formula: C4H11NS
Method: DFT, ωB97M-V/def2-TZVPD

XYZ file:
```
17
Properties=species:S:1:pos:R:3:forces:R:3:lowdin_charge:R:1
C -0.826 -1.596 1.157 1.6 -1.1 0.2 -0.0789
C -0.023 -0.817 0.106 -1.9 0.8 0.6 -0.4712
N -0.646 -0.937 -1.210 1.5 0.1 -0.1 0.0375
C 0.127 0.662 0.486 1.1 -0.7 0.1 -0.2763
C 0.893 1.404 -0.609 -0.9 -0.5 0.3 -0.5990
S 1.306 3.071 -0.042 0.2 -0.1 -0.3 0.6964
H -1.885 -1.451 1.244 -0.5 0.7 -0.1 0.0670
H -0.324 -1.546 2.131 -0.3 0.3 0.1 0.0771
H -0.707 -2.643 0.873 -0.2 -0.2 0.0 0.0686
H 0.981 -1.228 0.165 0.2 -0.2 -0.7 0.1332
H -0.501 -1.867 -1.571 -0.6 0.0 -0.2 0.0707
H -1.601 -0.619 -1.210 -0.2 -0.4 0.0 0.0796
H -0.805 1.149 0.744 -0.3 0.1 0.0 0.1090
H 0.755 0.595 1.381 -0.2 0.5 0.2 0.1078
H 1.709 0.755 -0.916 0.5 0.4 0.1 0.0764
H 0.237 1.442 -1.467 -0.1 0.3 -0.3 0.0589
H 1.308 3.623 -1.262 0.1 0.1 0.1 -0.1565
```
Forces are in eV/Å.

Computed properties:
Energy relative to the best compared isomer or geometry (same formula, charge and spin): 30.0 kJ/mol
Strongest force on any atom: 2.17 eV Å⁻¹
HOMO energy: -8.906 eV
SMILES: C[C@@H](N)CCS
LUMO level: 1.03 eV
Multiplicity: 1
HOMO-LUMO gap: 9.931 eV

=====

multiplicity of number 1 (H22O11)? 2

=====

What is the multiplicity in the second record? 1